Record 1
189
Properties=species:S:1:pos:R:3:mulliken_charge:R:1 method="wB97M-V/def2-TZVPD" smiles="CCOS(C)(=O)=O.CCOS(C)(=O)=O.CCOS(C)(=O)=O.CCOS(C)(=O)=O.CCOS(C)(=O)=O.CCOS(C)(=O)=O.CCOS(C)(=O)=O.CCOS(C)(=O)=O.COCCOCCOC.COCCOCCOC.COCCOCCOC" homo_energy_ev=-9.1293 charge=0 relative_energy_kcal_mol=229.6
O -8.522 7.216 -18.848 -0.625
S -7.356 6.403 -18.384 1.106
O -6.948 6.345 -17.055 -0.465
O -7.496 4.801 -18.856 -0.300
C -8.246 4.012 -17.915 -0.252
C -7.562 2.649 -17.863 -1.184
C -5.902 6.914 -19.392 -0.950
H -9.319 4.115 -18.081 0.391
H -8.233 4.412 -16.902 0.260
H -8.054 1.973 -17.163 0.430
H -6.588 2.535 -17.386 0.236
H -7.676 2.083 -18.787 0.349
H -6.104 6.662 -20.433 0.348
H -5.025 6.337 -19.098 0.303
H -6.089 7.985 -19.322 0.372
O -5.888 8.992 -11.955 -0.562
S -4.658 9.739 -12.014 1.184
O -4.679 11.200 -12.061 -0.649
O -3.761 9.155 -10.728 -0.205
C -2.513 9.736 -10.354 -0.473
C -1.913 8.924 -9.128 -0.607
C -3.748 9.081 -13.430 -0.725
H -2.801 10.735 -10.026 0.333
H -1.752 9.753 -11.134 0.369
H -0.901 9.203 -8.835 0.522
H -1.611 7.951 -9.516 0.206
H -2.644 9.007 -8.324 -0.265
H -2.672 9.224 -13.327 0.316
H -4.104 9.615 -14.311 0.490
H -3.928 8.014 -13.559 0.044
O -10.707 3.710 -10.760 -0.626
S -9.560 4.009 -9.944 0.998
O -9.543 3.796 -8.500 -0.515
O -8.216 3.386 -10.687 -0.106
C -7.625 2.252 -10.152 0.127
C -8.341 0.994 -10.503 -1.529
C -9.106 5.820 -10.275 -0.659
H -7.483 2.421 -9.085 0.389
H -6.618 2.197 -10.564 0.077
H -8.770 1.071 -11.502 0.301
H -9.067 0.812 -9.711 0.463
H -7.808 0.051 -10.385 0.375
H -9.011 5.912 -11.357 0.320
H -8.254 5.991 -9.617 -0.036
H -9.949 6.421 -9.936 0.494
O -0.814 -0.214 -13.250 -0.501
S -0.247 -0.209 -11.869 0.994
O 0.781 -1.136 -11.623 -0.618
O 0.238 1.359 -11.520 -0.076
C 1.148 1.557 -10.464 -0.313
C 2.067 2.721 -10.747 -1.199
C -1.665 -0.362 -10.649 -0.898
H 1.811 0.699 -10.356 0.421
H 0.671 1.521 -9.485 0.360
H 1.579 3.687 -10.613 0.125
H 2.615 2.708 -11.689 0.385
H 2.926 2.718 -10.077 0.404
H -1.530 -0.062 -9.610 0.348
H -2.180 -1.293 -10.886 0.450
H -2.389 0.330 -11.078 0.174
O -7.612 -2.897 -14.673 -0.607
S -7.423 -1.814 -15.603 1.052
O -8.533 -1.221 -16.283 -0.569
O -6.537 -0.505 -14.999 -0.163
C -5.871 -0.766 -13.833 -0.489
C -5.789 0.560 -13.184 -1.098
C -6.159 -2.376 -16.864 -0.879
H -4.859 -1.144 -13.982 0.284
H -6.501 -1.334 -13.149 0.426
H -5.128 1.144 -13.825 0.322
H -5.365 0.528 -12.180 0.441
H -6.691 1.168 -13.265 0.322
H -5.323 -2.721 -16.255 0.300
H -6.069 -1.387 -17.312 0.292
H -6.679 -3.192 -17.365 0.386
O 4.775 5.659 -7.546 -0.536
S 4.618 6.904 -8.254 1.080
O 5.261 7.436 -9.481 -0.580
O 2.981 7.267 -8.398 -0.370
C 2.048 6.568 -7.662 -0.434
C 1.694 5.319 -8.398 -0.880
C 4.983 8.250 -6.990 -0.879
H 1.302 7.313 -7.385 0.318
H 2.417 6.130 -6.734 0.321
H 1.281 5.539 -9.383 0.297
H 1.079 4.645 -7.803 0.397
H 2.604 4.751 -8.590 0.292
H 4.674 7.971 -5.983 0.294
H 4.257 8.949 -7.404 0.277
H 5.987 8.662 -7.096 0.376
O -5.484 6.780 -6.574 -0.378
S -6.835 6.837 -6.007 1.144
O -7.997 6.745 -6.918 -0.591
O -6.941 5.607 -4.813 -0.271
C -8.241 5.185 -4.570 -0.432
C -8.987 4.510 -5.758 -0.551
C -7.063 8.273 -4.904 -0.860
H -8.785 6.015 -4.120 0.240
H -8.085 4.480 -3.754 0.325
H -9.792 5.146 -6.127 0.323
H -9.561 3.625 -5.483 0.509
H -8.220 4.462 -6.531 -0.214
H -7.616 7.961 -4.018 0.320
H -7.556 9.031 -5.512 0.386
H -6.110 8.704 -4.598 0.122
O -1.882 -0.077 -4.076 -0.573
S -2.625 1.067 -3.713 1.111
O -1.999 2.251 -3.103 -0.632
O -3.528 1.622 -4.977 -0.310
C -4.020 2.995 -4.951 -0.402
C -4.518 3.130 -6.373 -0.465
C -4.020 0.550 -2.601 -0.915
H -3.201 3.708 -4.855 0.316
H -4.713 3.321 -4.176 0.395
H -4.857 4.143 -6.586 -0.060
H -5.262 2.448 -6.785 0.421
H -3.793 3.067 -7.185 0.103
H -4.666 1.421 -2.501 0.291
H -3.486 0.240 -1.702 0.384
H -4.390 -0.340 -3.110 0.315
C -0.026 15.529 -5.469 -0.760
O -0.929 14.461 -5.243 -0.285
C -0.925 13.910 -3.921 -0.541
C -2.222 13.127 -3.719 -0.625
O -2.194 11.699 -4.120 -0.385
C -2.670 11.454 -5.488 -0.807
C -3.072 9.967 -5.792 -0.123
O -2.019 9.177 -6.026 -0.268
C -2.182 7.843 -5.791 -0.344
H 0.947 15.291 -5.039 0.312
H -0.352 16.468 -5.022 0.290
H 0.087 15.763 -6.527 0.240
H -0.719 14.671 -3.169 0.506
H -0.015 13.325 -3.795 0.364
H -2.981 13.670 -4.282 0.331
H -2.452 13.009 -2.660 0.354
H -1.792 11.714 -6.079 0.293
H -3.473 12.067 -5.898 0.420
H -3.707 9.810 -6.664 0.411
H -3.706 9.624 -4.975 0.190
H -1.242 7.342 -5.559 0.323
H -2.622 7.395 -6.682 -0.125
H -2.924 7.528 -5.058 0.379
C -0.849 6.415 -15.607 -0.738
O 0.031 6.347 -16.598 -0.393
C 1.216 5.658 -16.456 -0.702
C 1.193 4.156 -16.664 -0.322
O 0.085 3.534 -15.981 -0.035
C 0.345 2.271 -15.340 -0.736
C -0.040 1.106 -16.374 -0.435
O 0.870 1.072 -17.468 -0.346
C 0.208 1.036 -18.699 -0.758
H -1.665 5.703 -15.730 0.280
H -1.182 7.439 -15.435 0.284
H -0.506 6.027 -14.649 0.355
H 1.877 5.916 -15.629 0.365
H 1.905 6.067 -17.194 0.405
H 2.168 3.755 -16.387 0.366
H 1.018 4.040 -17.734 0.165
H -0.285 2.224 -14.452 0.230
H 1.259 2.183 -14.753 0.373
H -1.078 1.273 -16.664 0.361
H 0.087 0.096 -15.985 0.367
H -0.236 1.991 -18.981 0.287
H -0.504 0.223 -18.842 0.318
H 0.991 0.968 -19.454 0.285
C -3.922 4.646 -15.482 -0.975
O -4.147 5.381 -14.375 0.000
C -4.408 4.670 -13.216 -0.393
C -4.964 5.582 -12.156 -0.228
O -5.504 4.766 -11.032 0.110
C -5.320 5.286 -9.724 -0.853
C -3.909 5.270 -9.194 0.504
O -3.362 3.954 -9.190 -0.445
C -2.004 3.878 -9.209 -0.971
H -3.060 3.986 -15.379 0.371
H -3.672 5.313 -16.307 0.188
H -4.879 4.136 -15.589 0.239
H -3.464 4.201 -12.939 0.381
H -5.233 3.971 -13.351 0.096
H -5.826 6.047 -12.633 0.309
H -4.231 6.358 -11.932 -0.200
H -6.080 4.779 -9.127 -0.153
H -5.629 6.330 -9.666 0.239
H -3.753 5.722 -8.214 0.278
H -3.282 5.864 -9.860 0.073
H -1.634 4.105 -8.209 0.345
H -1.449 4.435 -9.964 0.488
H -1.791 2.854 -9.516 0.298

=====

Record 2
120
Properties=species:S:1:pos:R:3:mulliken_spin:R:1 method="wB97M-V/def2-TZVPD" spin_multiplicity=4 homo_energy_ev="-9.8312 / -11.6285" charge=+1
V -0.079 0.058 0.273 2.801
O -0.090 0.884 -1.589 -0.017
H 0.658 1.498 -1.724 0.012
C -1.136 -4.136 -0.685 0.000
C -1.735 -2.895 -0.068 0.021
O -1.113 -1.757 -0.586 0.029
H -0.062 -4.180 -0.507 -0.001
H -1.200 -4.169 -1.773 0.000
H -1.582 -5.016 -0.222 -0.001
H -1.545 -2.839 1.004 -0.008
H -2.806 -2.860 -0.268 0.005
H -1.412 -1.664 -1.493 -0.012
C 2.793 -5.454 0.450 0.000
C 2.913 -4.185 1.222 -0.001
O 3.172 -3.161 0.216 -0.003
H 2.665 -6.322 1.097 0.000
H 3.630 -5.638 -0.223 0.000
H 1.897 -5.525 -0.167 0.000
H 3.816 -4.324 1.816 0.000
H 2.067 -4.018 1.888 0.002
H 4.109 -2.996 0.082 0.000
C -4.361 0.277 0.459 -0.004
C -3.272 0.397 1.477 0.009
O -2.118 0.954 0.815 0.054
H -4.025 -0.039 -0.528 0.001
H -4.756 1.284 0.318 0.000
H -5.136 -0.335 0.920 0.000
H -2.976 -0.588 1.840 -0.007
H -3.579 0.970 2.351 0.002
H -2.383 1.761 0.367 0.003
C 2.874 -3.640 -3.483 0.000
C 2.031 -4.899 -3.288 0.000
O 2.305 -5.749 -4.389 0.000
H 3.910 -3.811 -3.191 0.000
H 2.484 -2.907 -2.778 -0.001
H 2.843 -3.200 -4.480 0.000
H 0.997 -4.563 -3.215 0.000
H 2.130 -5.407 -2.329 0.000
H 1.589 -6.389 -4.362 0.000
C -3.850 -1.140 -3.573 0.000
C -2.694 -0.141 -3.600 -0.001
O -1.562 -0.763 -3.035 0.000
H -4.788 -0.697 -3.908 0.000
H -3.980 -1.484 -2.547 0.000
H -3.621 -2.035 -4.151 0.000
H -2.883 0.754 -3.007 -0.001
H -2.508 0.187 -4.623 0.000
H -0.981 -0.118 -2.625 0.003
C -1.748 4.148 -4.787 0.000
C -0.909 2.994 -4.172 -0.002
O -1.194 2.887 -2.785 -0.004
H -2.816 3.937 -4.746 0.000
H -1.521 4.348 -5.834 0.000
H -1.568 5.104 -4.296 0.000
H 0.147 3.192 -4.360 0.000
H -1.139 2.033 -4.632 0.000
H -0.724 2.124 -2.441 0.018
C 3.287 0.811 -5.076 0.000
C 1.945 0.157 -4.613 -0.001
O 1.975 0.039 -3.207 0.005
H 3.350 1.823 -4.675 0.000
H 3.289 0.917 -6.160 0.000
H 4.190 0.280 -4.775 0.000
H 1.829 -0.847 -5.021 0.000
H 1.097 0.723 -4.999 0.001
H 1.167 0.369 -2.808 0.014
C -2.322 -0.041 6.494 0.000
C -1.268 -0.333 5.462 0.000
O -1.954 -0.242 4.254 -0.002
H -3.099 -0.805 6.518 0.000
H -2.814 0.924 6.376 0.000
H -1.908 -0.016 7.502 0.000
H -0.884 -1.342 5.614 0.000
H -0.414 0.333 5.588 0.000
H -2.682 -0.853 4.385 0.000
C -4.712 4.284 -0.702 0.000
C -3.231 4.471 -0.379 0.000
O -2.452 3.288 -0.541 0.007
H -5.365 5.140 -0.531 0.000
H -4.964 3.432 -0.071 0.000
H -4.793 3.827 -1.688 0.000
H -3.212 4.858 0.639 0.000
H -2.828 5.229 -1.051 0.000
H -2.076 3.282 -1.425 0.001
C -0.444 3.432 2.305 0.005
C 0.543 3.051 1.174 0.040
O 0.877 1.695 1.426 -0.017
H -0.596 4.508 2.221 0.000
H -0.093 3.087 3.277 0.001
H -1.427 2.989 2.147 -0.001
H 1.363 3.743 1.370 0.002
H 0.251 3.164 0.130 -0.020
H 1.280 1.673 2.297 0.012
C 2.931 3.724 4.715 0.000
C 3.158 2.425 3.905 0.000
O 1.956 1.686 3.935 0.000
H 2.238 4.352 4.155 0.000
H 3.904 4.212 4.772 0.000
H 2.532 3.742 5.729 0.000
H 3.973 1.845 4.339 0.000
H 3.468 2.619 2.878 0.000
H 1.850 1.336 4.822 0.000
C 3.865 0.384 1.099 -0.003
C 3.050 0.229 -0.135 0.024
O 1.997 -0.744 0.076 0.069
H 3.221 0.473 1.974 0.001
H 4.511 1.262 1.086 0.000
H 4.428 -0.531 1.285 0.000
H 3.671 0.015 -1.005 0.003
H 2.611 1.218 -0.265 -0.005
H 2.489 -1.548 -0.108 -0.001
C 1.383 -1.604 3.790 -0.001
C 0.330 -1.979 2.765 0.061
O -0.293 -0.804 2.255 -0.092
H 0.956 -1.071 4.640 0.001
H 2.126 -0.938 3.352 0.001
H 1.904 -2.485 4.163 0.000
H -0.325 -2.672 3.292 0.003
H 0.793 -2.454 1.900 -0.026
H -0.811 -0.492 3.001 0.024